(1)
ORCA calculation (ωB97M-V/def2-TZVPD) on a 2-piece molecular cluster, C2H7N4S overall.

```
! wB97M-V def2-TZVPD RIJCOSX def2/J DEFGRID3
* xyz 1 1
C 1.411 0.048 -1.819
C -0.531 -0.954 -1.097
N 1.360 -0.720 -2.844
N 0.332 -0.001 -0.856
N -1.122 0.331 2.380
N 0.405 0.932 0.182
S 0.226 -1.781 -2.983
H 2.204 0.772 -1.497
H -1.311 -1.410 -0.550
H -0.894 0.411 3.387
H -1.962 0.836 2.297
H 1.367 1.208 0.208
H -1.165 -0.667 2.228
H -0.319 0.996 0.963
*
```

The HOMO-LUMO gap comes out at 9.3 eV. As for the total energy: -697.24507 a.u. The energy above the lowest of the compared OMol25 structures with the same formula, charge and spin is 265.0 kJ/mol. The value obtained for the HOMO energy is -14.07 eV.

Results of the Mulliken charge analysis, in e, for atoms 1 through 2:
1. C 0.101
2. C -0.038

=====

(2)
ORCA calculation (ωB97M-V/def2-TZVPD) on an isolated molecule of C3H5NS.

```
! wB97M-V def2-TZVPD RIJCOSX def2/J DEFGRID3
* xyz 0 1
C -0.480 -0.659 -1.184
C 0.977 0.152 0.572
C -0.374 0.686 0.829
H -1.092 -1.320 -0.534
H 1.277 -0.845 0.865
H 1.795 0.877 0.586
H -1.210 0.032 1.198
H -0.552 1.740 0.968
N 0.055 0.426 -0.587
S -0.397 -1.089 -2.713
*
```

The SMILES is S=CN1CC1. The HOMO-LUMO gap comes out at 8.8 eV. As for the total energy: -570.16974 a.u. The energy above the lowest of the compared OMol25 structures with the same formula, charge and spin is 170.2 kJ/mol. The value obtained for the HOMO energy is -8.65 eV.

Results of the Mulliken charge analysis, in e, for atoms 1 through 2:
1. C -0.076
2. C -0.238

=====

(3)
ORCA calculation (ωB97M-V/def2-TZVPD) on C19H21ClN2PSYb as an isolated structure.

```
! wB97M-V def2-TZVPD RIJCOSX def2/J DEFGRID3
* xyz 2 2
Yb 0.925 -0.115 0.007
Cl 3.197 -0.623 0.262
P -0.066 -0.020 -2.664
C -0.713 1.574 -3.205
C -1.944 1.600 -3.882
C -2.383 2.818 -4.396
C -1.672 3.993 -4.147
C -0.522 3.971 -3.353
C -0.055 2.771 -2.826
C 1.636 -0.232 -3.288
C 2.355 -1.400 -2.942
C 3.652 -1.582 -3.416
C 4.263 -0.582 -4.189
C 3.594 0.624 -4.432
C 2.297 0.817 -3.952
C -1.008 -1.427 -3.240
C -1.570 -2.382 -2.357
C -2.371 -3.372 -2.923
C -2.576 -3.419 -4.305
C -1.986 -2.480 -5.154
C -1.176 -1.477 -4.632
H 1.924 -2.131 -2.245
H 4.191 -2.505 -3.185
H 5.260 -0.739 -4.604
H 4.064 1.425 -5.015
H 1.790 1.770 -4.097
H -2.509 0.672 -4.020
H -3.284 2.814 -5.003
H -2.017 4.926 -4.577
H 0.027 4.885 -3.152
H 0.836 2.742 -2.177
H -1.396 -2.309 -1.270
H -2.842 -4.104 -2.275
H -3.208 -4.190 -4.731
H -2.141 -2.491 -6.228
H -0.705 -0.704 -5.259
H -1.655 0.778 -0.173
H -1.810 0.057 -0.094
N 0.028 -1.166 4.657
C -0.088 0.006 3.968
N 0.027 1.174 4.667
S -0.366 0.017 2.276
H 0.009 -1.256 5.660
H -0.007 -1.981 4.044
H -0.013 1.992 4.058
H 0.008 1.259 5.671
*
```

The HOMO-LUMO gap (spin up / spin down) comes out at 6.9 / 5.5 eV. As for the total energy: -3204.02758 a.u. The value obtained for the HOMO energy (spin up / spin down) is -14.13 / -14.13 eV.

Results of the Mulliken charge analysis, in e, for atoms 1 through 2:
1. Yb 1.074
2. Cl -0.364

=====

(4)
ORCA calculation (ωB97M-V/def2-TZVPD) on C62H64N12O2Zn as an isolated structure.

```
! wB97M-V def2-TZVPD RIJCOSX def2/J DEFGRID3
* xyz 0 1
Zn 0.547 0.372 0.480
O -0.853 -1.029 -0.152
C -0.306 -2.248 0.212
C 1.270 -2.223 0.300
O 1.812 -1.028 0.599
H -0.567 -3.071 -0.476
H -0.653 -2.634 1.204
H 1.636 -2.513 -0.749
H 1.438 -3.084 1.000
N 6.432 0.505 2.841
C 6.923 -0.600 2.314
C 6.123 -1.613 1.662
C 4.768 -1.451 1.583
C 4.190 -0.401 2.244
C 5.064 0.527 2.829
H 8.032 -0.480 2.085
H 6.670 -2.363 1.138
H 4.162 -2.072 0.908
H 3.165 -0.142 2.115
H 4.666 1.481 3.211
N -1.511 3.351 2.212
C -2.173 3.898 3.262
C -3.557 3.895 3.383
C -4.323 3.200 2.419
C -3.619 2.511 1.455
C -2.267 2.695 1.340
H -1.639 4.479 3.913
H -3.821 4.508 4.250
H -5.401 3.169 2.433
H -4.118 1.954 0.703
H -1.713 2.303 0.482
N 5.515 -2.397 -3.438
C 4.797 -2.188 -2.316
C 4.253 -0.929 -1.953
C 4.346 0.100 -2.937
C 4.916 -0.176 -4.184
C 5.570 -1.406 -4.325
H 4.827 -3.057 -1.620
H 3.604 -0.755 -1.090
H 3.759 0.972 -2.782
H 4.897 0.411 -5.035
H 6.105 -1.723 -5.238
N 0.689 1.257 -1.637
C 0.559 0.347 -2.628
C 0.470 0.764 -3.948
C 0.419 2.113 -4.228
C 0.470 3.052 -3.226
C 0.632 2.560 -1.926
H 0.626 -0.671 -2.284
H 0.404 0.025 -4.773
H 0.320 2.506 -5.276
H 0.262 4.125 -3.427
H 0.782 3.258 -1.131
N -0.470 -3.159 5.833
C 0.523 -2.702 6.650
C 1.669 -2.033 6.135
C 1.794 -1.808 4.812
C 0.802 -2.317 3.958
C -0.278 -3.025 4.535
H 0.350 -2.932 7.697
H 2.418 -1.543 6.779
H 2.664 -1.287 4.466
H 1.023 -2.234 2.912
H -1.060 -3.487 3.959
N -5.697 -1.169 1.701
C -4.643 -1.981 1.679
C -4.146 -2.699 2.769
C -4.838 -2.584 3.949
C -5.984 -1.735 3.959
C -6.418 -1.098 2.868
H -4.103 -2.028 0.799
H -3.309 -3.366 2.709
H -4.524 -3.166 4.827
H -6.533 -1.529 4.908
H -7.304 -0.531 2.995
N 1.059 -6.201 -2.034
C 0.987 -4.925 -2.428
C 1.603 -4.333 -3.563
C 2.299 -5.276 -4.406
C 2.307 -6.630 -4.068
C 1.710 -7.010 -2.867
H 0.398 -4.339 -1.750
H 1.494 -3.277 -3.826
H 2.684 -4.857 -5.376
H 2.902 -7.326 -4.761
H 1.817 -8.010 -2.571
N -0.888 -2.063 -4.503
C -1.385 -2.802 -3.483
C -1.914 -4.071 -3.640
C -1.708 -4.738 -4.784
C -1.066 -4.087 -5.839
C -0.720 -2.773 -5.653
H -1.391 -2.342 -2.495
H -2.372 -4.536 -2.729
H -2.087 -5.737 -4.914
H -0.874 -4.558 -6.823
H -0.377 -2.145 -6.493
N 2.007 2.127 0.865
C 3.210 1.807 0.337
C 4.202 2.738 0.318
C 3.897 4.073 0.471
C 2.629 4.372 0.931
C 1.687 3.355 1.284
H 3.284 0.733 0.178
H 5.221 2.405 0.122
H 4.609 4.954 0.325
H 2.315 5.406 1.094
H 0.659 3.594 1.531
N -5.610 1.830 -1.946
C -4.541 2.631 -1.975
C -3.255 2.112 -1.973
C -3.040 0.755 -2.007
C -4.135 -0.076 -2.121
C -5.380 0.529 -2.058
H -4.675 3.721 -2.011
H -2.414 2.743 -2.009
H -2.054 0.419 -2.033
H -3.983 -1.144 -2.206
H -6.353 -0.072 -2.245
N -1.728 6.778 -2.421
C -2.485 5.753 -2.025
C -2.791 5.608 -0.668
C -2.654 6.718 0.189
C -1.875 7.778 -0.230
C -1.330 7.720 -1.527
H -2.751 5.094 -2.866
H -3.306 4.670 -0.227
H -2.917 6.495 1.227
H -1.608 8.561 0.472
H -0.673 8.530 -1.978
N -0.232 0.648 2.312
C 0.481 1.162 3.297
C 0.010 1.206 4.585
C -1.291 0.760 4.867
C -2.042 0.229 3.841
C -1.435 0.115 2.598
H 1.416 1.585 3.043
H 0.637 1.596 5.359
H -1.746 0.875 5.839
H -3.014 -0.133 3.974
H -1.963 -0.395 1.776
*
```

The HOMO-LUMO gap comes out at 7.8 eV. As for the total energy: -4987.69338 a.u. The energy above the lowest of the compared OMol25 structures with the same formula, charge and spin is 143.4 kJ/mol. The value obtained for the HOMO energy is -7.58 eV.

Results of the Mulliken charge analysis, in e, for atoms 1 through 2:
1. Zn 1.984
2. O -0.403

=====

(5)
ORCA calculation (ωB97M-V/def2-TZVPD) on an isolated molecule of C21H18N4O5.

```
! wB97M-V def2-TZVPD RIJCOSX def2/J DEFGRID3
* xyz 0 1
O 0.203 6.655 -2.244
O -3.640 4.932 -3.146
N 2.887 -1.930 0.559
N 2.307 -3.693 -0.762
O 2.257 -4.079 0.610
O -1.202 5.419 -0.882
O 1.833 -0.534 -2.085
C -0.901 6.189 -1.953
C -2.823 5.420 -2.405
C 2.594 -2.955 1.305
C 2.614 -2.416 -0.715
C -2.515 1.150 -0.784
C -2.179 2.473 -1.106
C 3.055 -3.023 5.536
C 2.272 -4.004 4.917
C 3.693 -2.045 4.791
C -1.426 -2.271 -2.090
C -0.070 -2.058 -2.258
C 2.103 -3.956 3.511
C 3.542 -2.033 3.400
C -2.250 -1.283 -1.583
C -0.341 0.179 -1.426
C 0.496 -0.823 -1.894
C 2.738 -2.987 2.751
C -1.716 -0.003 -1.279
N -1.900 6.281 -2.855
N -2.525 4.945 -1.148
C 2.789 -1.611 -1.999
C -3.724 0.872 0.122
C -2.989 3.670 -0.608
H -1.329 2.690 -1.717
H 3.264 -3.071 6.601
H 1.770 -4.793 5.445
H 4.284 -1.272 5.267
H -1.883 -3.223 -2.343
H 0.534 -2.858 -2.634
H 1.532 -4.751 3.038
H 4.097 -1.319 2.766
H -3.312 -1.429 -1.409
H 0.085 1.155 -1.212
H -1.631 6.325 -3.837
H 3.762 -1.123 -2.042
H 2.641 -2.275 -2.862
H -3.396 0.065 0.812
H -4.560 0.517 -0.495
H -4.065 1.689 0.749
H -2.957 3.687 0.502
H -4.018 3.504 -0.910
*
```

The SMILES is C/C(=C\Cn1oc(=O)[nH]c1=O)c1cccc(OCc2noc(-c3ccccc3)n2)c1. The HOMO-LUMO gap comes out at 8.6 eV. As for the total energy: -1406.17521 a.u. The energy above the lowest of the compared OMol25 structures with the same formula, charge and spin is 128.3 kJ/mol. The value obtained for the HOMO energy is -8.52 eV.

Results of the Mulliken charge analysis, in e, for atoms 1 through 2:
1. O -0.592
2. O -0.599

=====

(6)
ORCA calculation (ωB97M-V/def2-TZVPD) on C28H17N2O11PRu as an isolated structure.

```
! wB97M-V def2-TZVPD RIJCOSX def2/J DEFGRID3
* xyz -1 2
Ru -0.493 0.465 0.286
O 2.515 1.676 2.409
C 1.959 0.647 2.182
O 1.465 1.885 -0.133
C 0.701 0.199 3.154
O 1.044 -0.227 4.222
O -0.364 0.453 2.598
O 2.340 3.935 -0.341
C 2.453 2.744 -0.192
C 3.764 2.028 -0.083
C 4.986 2.681 -0.107
C 6.149 1.943 0.035
C 6.078 0.566 0.182
C 4.856 -0.086 0.211
C 3.684 0.644 0.076
P 1.972 0.009 0.252
C 1.385 -0.279 -1.511
C 0.232 -1.076 -1.650
C -0.342 -1.248 -2.904
C 0.241 -0.657 -4.013
C 1.387 0.109 -3.877
C 1.948 0.323 -2.629
C 2.336 -1.800 0.570
C 2.984 -2.519 -0.439
C 3.364 -3.834 -0.238
C 3.098 -4.456 0.970
C 2.450 -3.755 1.971
C 2.068 -2.439 1.773
H 5.000 3.755 -0.215
H 7.115 2.428 0.052
H 6.984 -0.010 0.307
H 4.829 -1.155 0.356
H -0.131 -1.663 -0.783
H -1.230 -1.854 -3.012
H -0.201 -0.795 -4.988
H 1.849 0.537 -4.754
H 2.830 0.942 -2.524
H 3.206 -2.041 -1.386
H 3.881 -4.376 -1.018
H 3.410 -5.474 1.146
H 2.251 -4.231 2.917
H 1.566 -1.910 2.564
O -2.417 1.233 -0.711
C -3.071 0.468 0.038
O -2.571 -0.548 0.574
C -4.529 0.758 0.270
C -4.988 1.003 1.556
C -6.348 1.266 1.754
C -7.236 1.279 0.689
C -6.762 1.010 -0.586
C -5.400 0.758 -0.807
N -7.669 0.991 -1.686
O -7.242 0.609 -2.771
O -8.825 1.355 -1.497
N -6.835 1.502 3.077
O -6.059 1.371 4.013
O -8.011 1.819 3.207
H -4.319 0.997 2.401
H -8.284 1.477 0.856
H -5.050 0.568 -1.810
*
```

The HOMO-LUMO gap (spin up / spin down) comes out at 5.4 / 5.4 eV. As for the total energy: -2450.45702 a.u. The value obtained for the HOMO energy (spin up / spin down) is -4.82 / -4.75 eV.

Results of the Mulliken charge analysis, in e, for atoms 1 through 2:
1. Ru -0.073
2. O -0.490